Formula: C4H7O2
Source: OMol25
Level of theory: the ωB97M-V functional and the def2-TZVPD basis

Computed properties:
- Molar mass: 87.1 g/mol
- ΔE to the lowest compared entry with this formula, charge and spin: 19.61 kcal per mole
- Gap between HOMO and LUMO: 0.287 Eh
- Lowest unoccupied orbital energy: 0.157 Eh
- Highest occupied orbital energy: -3.55 eV
- Energy: -307.12240 a.u.
- Strongest force on any atom: 0.09791 hartree/bohr

Geometry as ORCA input:
```
! RIJCOSX wB97M-V def2-TZVPD def2/J DEFGRID3
* xyz -1 1
C -0.951 1.065 0.501
C -0.035 -0.021 0.906
C 0.869 -0.375 -0.250
C 0.246 -1.029 -1.484
O 0.798 -0.731 -2.550
O -0.467 -1.918 -1.114
H -0.413 2.093 0.447
H -1.552 0.835 -0.349
H -1.760 1.228 1.291
H 0.589 0.246 1.828
H -0.393 -0.905 1.311
H 1.387 0.564 -0.590
H 1.681 -1.052 0.053
*
```

For each atom in turn, the Löwdin charge in e is:
1 C -0.142
2 C -0.329
3 C -0.195
4 C -0.843
5 O -0.080
6 O -0.027
7 H 0.099
8 H 0.058
9 H 0.072
10 H 0.112
11 H 0.068
12 H 0.104
13 H 0.104

---

Formula: C4H7O2
Source: OMol25
Level of theory: the ωB97M-V functional and the def2-TZVPD basis

Computed properties:
- Molar mass: 87.1 g/mol
- ΔE to the lowest compared entry with this formula, charge and spin: 1.71 kcal per mole
- Gap between HOMO and LUMO: 0.289 Eh
- Lowest unoccupied orbital energy: 0.148 Eh
- Highest occupied orbital energy: -3.84 eV
- Energy: -307.15092 a.u.
- Strongest force on any atom: 0.01816 hartree/bohr

Geometry as ORCA input:
```
! RIJCOSX wB97M-V def2-TZVPD def2/J DEFGRID3
* xyz -1 1
C -1.734 -1.462 -1.306
C -1.266 -0.281 -0.459
C -0.055 -0.529 0.425
C 0.951 0.654 0.568
O 1.998 0.361 1.174
O 0.642 1.735 0.000
H -0.936 -1.773 -1.974
H -2.029 -2.369 -0.753
H -2.613 -1.163 -1.888
H -1.008 0.509 -1.156
H -2.081 0.155 0.099
H -0.309 -0.835 1.441
H 0.519 -1.375 0.049
*
```

For each atom in turn, the Löwdin charge in e is:
1 C -0.142
2 C -0.287
3 C -0.158
4 C -0.754
5 O -0.101
6 O -0.102
7 H 0.059
8 H 0.060
9 H 0.055
10 H 0.089
11 H 0.093
12 H 0.096
13 H 0.093

---

Formula: C4H7O2P
Source: OMol25
Level of theory: the ωB97M-V functional and the def2-TZVPD basis

Computed properties:
- Molar mass: 118.1 g/mol
- ΔE to the lowest compared entry with this formula, charge and spin: 25.36 kcal per mole
- Gap between HOMO and LUMO: 0.391 Eh
- Lowest unoccupied orbital energy: 0.009 Eh
- Highest occupied orbital energy: -10.39 eV
- Energy: -648.42217 a.u.
- Strongest force on any atom: 0.07830 hartree/bohr

Geometry as ORCA input:
```
! RIJCOSX wB97M-V def2-TZVPD def2/J DEFGRID3
* xyz 0 1
C 1.101 -0.740 -0.032
C 0.651 0.402 -0.800
C -0.069 -1.017 0.900
C 0.246 1.580 -0.335
O -2.208 0.897 0.822
O -1.830 -0.871 -1.084
P -1.398 -0.046 0.048
H 1.112 -1.589 -0.683
H 2.077 -0.664 0.537
H 0.276 1.976 0.702
H 0.537 0.137 -1.788
H -0.469 -1.965 0.872
H 0.022 -0.598 1.851
H -0.048 2.499 -1.010
*
```

For each atom in turn, the Löwdin charge in e is:
1 C -0.208
2 C -0.258
3 C -0.191
4 C -0.014
5 O -0.290
6 O -0.280
7 P 0.498
8 H 0.110
9 H 0.150
10 H 0.104
11 H 0.102
12 H 0.064
13 H 0.073
14 H 0.140

---

Formula: C4H7O2Tm
Source: OMol25
Level of theory: the ωB97M-V functional and the def2-TZVPD basis

Computed properties:
- Molar mass: 256.0 g/mol
- ΔE to the lowest compared entry with this formula, charge and spin: 29.86 kcal per mole
- Gap between HOMO and LUMO (alpha / beta): 0.188 / 0.245 Eh
- Lowest unoccupied orbital energy (alpha / beta): -0.207 / -0.205 Eh
- Expectation value of S²: 3.752
- Highest occupied orbital energy (alpha / beta): -10.75 / -12.23 eV
- Energy: -1391.82233 a.u.
- Strongest force on any atom: 0.04906 hartree/bohr

Geometry as ORCA input:
```
! RIJCOSX wB97M-V def2-TZVPD def2/J DEFGRID3
* xyz 1 4
O 1.985 1.194 -0.581
C 2.241 0.093 -0.149
C 1.259 -0.813 0.545
O 0.039 -0.226 0.846
C -0.942 -0.247 -0.224
C -2.071 0.710 0.024
Tm -1.366 3.013 -0.545
H 3.229 -0.373 -0.362
H 1.745 -1.136 1.483
H 1.134 -1.708 -0.096
H -1.469 -1.213 -0.243
H -0.376 -0.406 -1.158
H -2.944 0.433 -0.593
H -2.464 0.678 1.054
*
```

For each atom in turn, the Löwdin charge in e is:
1 O 0.031
2 C -0.211
3 C -0.201
4 O -0.153
5 C -0.349
6 C -0.332
7 Tm 1.465
8 H 0.139
9 H 0.147
10 H 0.147
11 H 0.121
12 H 0.121
13 H 0.034
14 H 0.041

---

Formula: C4H7O2Yb
Source: OMol25
Level of theory: the ωB97M-V functional and the def2-TZVPD basis

Computed properties:
- Molar mass: 260.1 g/mol
- ΔE to the lowest compared entry with this formula, charge and spin: 17.69 kcal per mole
- Gap between HOMO and LUMO (alpha / beta): 0.218 / 0.087 Eh
- Lowest unoccupied orbital energy (alpha / beta): -0.344 / -0.474 Eh
- Expectation value of S²: 0.758
- Highest occupied orbital energy (alpha / beta): -15.29 / -15.26 eV
- Energy: -1464.97607 a.u.
- Strongest force on any atom: 0.04934 hartree/bohr

Geometry as ORCA input:
```
! RIJCOSX wB97M-V def2-TZVPD def2/J DEFGRID3
* xyz 2 2
H 0.831 -0.538 0.225
O 0.914 1.506 1.571
C 0.122 1.385 0.643
C 0.126 0.192 -0.239
C -1.268 -0.434 -0.378
C -1.302 -1.527 -1.414
O -1.864 -2.584 -1.258
Yb 3.168 1.297 2.510
H -0.762 2.048 0.629
H 3.915 -0.104 1.423
H 0.431 0.587 -1.228
H -1.978 0.336 -0.728
H -1.624 -0.831 0.581
H -0.708 -1.334 -2.337
*
```

For each atom in turn, the Löwdin charge in e is:
1 H 0.148
2 O -0.117
3 C -0.170
4 C -0.123
5 C -0.076
6 C 0.003
7 O 0.426
8 Yb 1.284
9 H 0.164
10 H -0.257
11 H 0.161
12 H 0.173
13 H 0.159
14 H 0.225

---

Formula: C4H7O3P
Source: OMol25
Level of theory: the ωB97M-V functional and the def2-TZVPD basis

Computed properties:
- Molar mass: 134.1 g/mol
- ΔE to the lowest compared entry with this formula, charge and spin: 69.63 kcal per mole
- Gap between HOMO and LUMO: 0.342 Eh
- Lowest unoccupied orbital energy: 0.013 Eh
- Highest occupied orbital energy: -8.96 eV
- Energy: -723.60777 a.u.
- Strongest force on any atom: 0.07101 hartree/bohr

Geometry as ORCA input:
```
! RIJCOSX wB97M-V def2-TZVPD def2/J DEFGRID3
* xyz 0 1
C 1.959 0.773 0.515
P 0.561 -0.377 0.190
O 0.431 -0.062 -1.456
C 1.573 -1.855 -0.199
O 2.307 -2.529 0.486
H 2.632 0.516 1.289
H 2.675 0.702 -0.260
H 1.432 1.697 0.684
H -0.284 0.513 -1.668
H 1.290 -2.099 -1.155
C -2.722 -0.836 -0.040
C -2.122 -1.944 -0.317
O -1.317 -2.804 -0.359
H -3.766 -0.720 0.167
H -2.141 -0.036 -0.501
*
```

For each atom in turn, the Löwdin charge in e is:
1 C -0.255
2 P 0.907
3 O -0.311
4 C -0.411
5 O 0.013
6 H 0.031
7 H 0.031
8 H 0.026
9 H 0.025
10 H 0.043
11 C -0.011
12 C -0.313
13 O 0.126
14 H 0.062
15 H 0.037